[1]
A 2-piece molecular cluster, C4H12 overall, computed with ωB97M-V with the def2-TZVPD basis set.

CARTESIAN COORDINATES (ANGSTROEM)
1 C 0.168 -2.457 2.099
2 C -0.152 -1.264 1.203
3 H -0.229 -2.245 3.159
4 H -0.335 -3.359 1.707
5 H 1.221 -2.753 1.833
6 H 0.141 -1.232 0.224
7 H 0.226 -0.358 1.651
8 H -1.228 -1.229 0.897
9 C -0.103 1.377 -1.044
10 C 0.187 2.334 -2.259
11 H -0.914 0.595 -1.223
12 H 0.793 0.961 -0.604
13 H -0.637 1.939 -0.280
14 H 0.162 1.873 -3.237
15 H 0.980 2.923 -1.882
16 H -0.781 2.946 -2.240

## Properties
**E_HOMO (spin up / spin down)**: 1.4 / -7.5 eV
**Orbital gap (spin up / spin down)**: 2.69 / 11.83 eV
**Multiplicity**: 2
**Charge**: -1
**Energy relative to the best compared isomer or geometry (same formula, charge and spin)**: 118.5 kJ/mol

[2]
One molecule with the formula C12H10N2, computed with ωB97M-V with the def2-TZVPD basis set.

CARTESIAN COORDINATES (ANGSTROEM)
1 C -0.127 -2.524 -0.436
2 N -0.914 -1.496 0.195
3 C -2.096 -1.799 0.784
4 C -2.858 -0.817 1.401
5 C -2.472 0.521 1.458
6 C -1.242 0.815 0.850
7 N -0.640 2.031 0.770
8 C 0.448 1.791 0.082
9 C 1.484 2.734 -0.269
10 C 2.567 2.320 -0.982
11 C 2.758 0.979 -1.361
12 C 1.820 -0.002 -0.978
13 C 0.657 0.406 -0.311
14 C -0.461 -0.220 0.211
15 H -0.655 -3.481 -0.258
16 H 0.839 -2.642 0.139
17 H -0.048 -2.308 -1.518
18 H -2.532 -2.795 0.669
19 H -3.751 -1.187 1.887
20 H -3.099 1.292 1.914
21 H 1.406 3.719 0.191
22 H 3.307 3.047 -1.335
23 H 3.628 0.699 -1.950
24 H 1.980 -1.083 -1.151

## Properties
**E_HOMO**: -7.2 eV
**Orbital gap**: 7.08 eV
**Energy relative to the best compared isomer or geometry (same formula, charge and spin)**: 0.0 kJ/mol

[3]
A 2-piece molecular cluster, C6H12NO overall, computed with ωB97M-V with the def2-TZVPD basis set.

CARTESIAN COORDINATES (ANGSTROEM)
1 C 1.750 0.339 -2.351
2 C 2.348 -0.789 -1.665
3 C -0.349 1.229 0.780
4 C -1.298 0.229 1.201
5 C -0.822 -1.066 0.551
6 C -2.569 0.411 1.979
7 N 1.688 0.204 -0.928
8 O 0.059 0.731 1.850
9 H 2.363 0.998 -2.747
10 H 0.806 0.199 -2.708
11 H 3.343 -0.847 -1.627
12 H 1.746 -1.734 -1.769
13 H -0.773 -1.827 1.334
14 H 0.094 -1.001 0.052
15 H -1.718 -1.453 -0.049
16 H -3.577 0.129 1.429
17 H -2.636 1.505 2.244
18 H -2.593 -0.313 2.707
19 H 2.186 0.910 -0.416
20 H -0.048 2.146 0.134

## Properties
**E_HOMO**: -13.5 eV
**Orbital gap**: 8.20 eV
**Charge**: +1
**Energy relative to the best compared isomer or geometry (same formula, charge and spin)**: 498.9 kJ/mol

[4]
C9H22N3NaO7 as an isolated structure, computed with ωB97M-V with the def2-TZVPD basis set.

CARTESIAN COORDINATES (ANGSTROEM)
1 Na 20.089 -3.848 -11.227
2 C 22.753 -2.479 -9.886
3 O 23.314 -3.531 -10.470
4 O 21.460 -2.258 -10.041
5 O 23.480 -1.675 -9.178
6 C 19.965 -3.716 -14.531
7 O 20.819 -3.349 -13.551
8 H 19.970 -3.064 -15.457
9 H 20.205 -4.714 -14.997
10 H 18.892 -3.701 -14.186
11 C 18.081 -8.736 -10.704
12 O 17.169 -7.801 -11.228
13 C 17.669 -7.092 -12.359
14 C 17.106 -5.691 -12.272
15 N 17.706 -5.013 -11.109
16 C 16.802 -4.013 -10.550
17 C 16.710 -2.759 -11.403
18 O 17.987 -2.210 -11.524
19 C 18.042 -1.267 -12.572
20 H 18.044 -9.669 -11.290
21 H 17.814 -8.963 -9.670
22 H 19.117 -8.380 -10.671
23 H 17.379 -7.545 -13.313
24 H 18.753 -7.050 -12.222
25 H 16.022 -5.825 -12.064
26 H 17.169 -5.049 -13.149
27 H 17.889 -5.747 -10.435
28 H 17.182 -3.745 -9.559
29 H 15.784 -4.434 -10.424
30 H 16.038 -2.057 -10.880
31 H 16.225 -3.022 -12.355
32 H 17.352 -0.441 -12.346
33 H 17.864 -1.698 -13.564
34 H 19.064 -0.894 -12.635
35 C 21.441 -6.777 -11.426
36 O 20.445 -6.309 -10.818
37 N 22.669 -6.267 -11.268
38 N 21.351 -7.986 -12.112
39 H 22.879 -5.247 -10.936
40 H 23.448 -6.719 -11.718
41 H 22.191 -8.331 -12.527
42 H 20.469 -8.439 -12.215

## Properties
**E_HOMO**: 1.2 eV
**Orbital gap**: 2.88 eV
**Charge**: -2

[5]
An isolated ion of composition C8H12 and charge -1, computed with ωB97M-V with the def2-TZVPD basis set.

CARTESIAN COORDINATES (ANGSTROEM)
1 C -2.749 0.144 1.634
2 C -2.054 -0.023 0.272
3 C -0.722 -0.722 0.476
4 C -0.794 -2.036 0.782
5 C 1.099 0.492 -0.676
6 C 0.596 -0.082 0.445
7 C 2.964 0.949 -2.172
8 C 2.349 1.144 -0.971
9 H -1.969 0.547 2.280
10 H -3.380 -0.648 2.014
11 H -3.360 1.062 1.531
12 H -2.581 -0.580 -0.509
13 H -2.041 0.949 -0.241
14 H 0.021 -2.735 0.890
15 H -1.770 -2.532 0.791
16 H 0.512 0.421 -1.608
17 H 1.227 -0.205 1.326
18 H 3.849 1.435 -2.594
19 H 2.499 0.474 -3.040
20 H 2.748 1.781 -0.184

## Properties
**E_HOMO (spin up / spin down)**: 0.2 / -3.2 eV
**Orbital gap (spin up / spin down)**: 3.76 / 7.07 eV
**Multiplicity**: 2
**Charge**: -1
**Energy relative to the best compared isomer or geometry (same formula, charge and spin)**: 132.4 kJ/mol

[6]
A 2-piece molecular cluster, C4H12NS2 overall, computed with ωB97M-V with the def2-TZVPD basis set.

CARTESIAN COORDINATES (ANGSTROEM)
1 C -0.737 -0.971 -1.359
2 C -1.158 0.447 -1.072
3 C -2.013 1.221 -1.782
4 N -0.432 1.121 0.032
5 H -1.190 -1.193 -2.330
6 H 0.348 -1.004 -1.503
7 H -1.095 -1.667 -0.586
8 H -2.074 2.293 -1.624
9 H -2.632 0.726 -2.558
10 H 0.577 1.079 -0.120
11 H -0.556 0.605 0.929
12 H -0.700 2.075 0.151
13 C 0.979 -0.806 2.386
14 S 2.584 0.045 2.220
15 S 2.725 0.157 0.099
16 H 0.130 -0.142 2.560
17 H 1.082 -1.598 3.147
18 H 0.751 -1.345 1.465
19 H 3.410 -1.044 -0.053

## Properties
**E_HOMO**: -13.0 eV
**Orbital gap**: 9.74 eV
**Charge**: +1
**Energy relative to the best compared isomer or geometry (same formula, charge and spin)**: 115.9 kJ/mol